A cluster of 9 separate species, C23H27F7N2O25 in total in a non-equilibrium geometry. Source: the Open Molecules 2025 dataset; level of theory: ωB97M-V with the def2-TZVPD basis set.

Values from the calculation:
Gap between HOMO and LUMO   9.77 eV
Structure (SMILES)   O=C1OC[C@@H](F)O1.O=C1OC[C@@H](F)O1.O=C1OC[C@@H](F)O1.O=C1OC[C@@H](F)O1.O=C1OC[C@@H](F)O1.O=C1OC[C@@H](F)O1.O=C1OC[C@@H](F)O1.C[N+](=O)[O-].C[N+](=O)[O-]
Energy above the lowest of the compared OMol25 structures with the same formula, charge and spin   91.5 kcal/mol
Highest occupied orbital energy   -10.4 eV
Total energy   -3581.9865 hartree

Each line ends with the Mulliken charge.
Atoms and positions in Å:
O (3.939, -7.429, -4.566)  -0.604
C (3.457, -6.570, -3.774)  0.609
O (3.908, -6.371, -2.577)  -0.348
C (3.135, -5.358, -1.928)  -0.220
C (2.553, -4.596, -3.117)  0.528
F (3.367, -3.548, -3.427)  -0.271
O (2.638, -5.583, -4.103)  -0.367
H (2.323, -5.884, -1.426)  0.337
H (3.650, -4.714, -1.215)  0.049
H (1.543, -4.317, -2.816)  0.247
O (3.836, -0.538, 2.982)  -0.562
C (2.725, -0.931, 3.211)  0.686
O (1.818, -0.209, 3.748)  -0.285
C (0.583, -0.901, 4.039)  0.121
C (1.052, -2.294, 3.694)  0.306
F (0.140, -2.785, 2.861)  -0.258
O (2.275, -2.201, 3.051)  -0.295
H (0.391, -0.794, 5.107)  0.303
H (-0.232, -0.588, 3.387)  -0.190
H (1.181, -2.863, 4.615)  0.236
O (-1.765, 5.818, 4.731)  -0.606
C (-1.083, 4.786, 4.518)  0.582
O (-1.441, 3.727, 3.782)  -0.260
C (-0.511, 2.671, 4.089)  0.406
C (0.747, 3.506, 4.328)  0.299
F (1.252, 3.882, 3.120)  -0.281
O (0.138, 4.628, 4.880)  -0.324
H (-0.787, 2.085, 4.966)  0.283
H (-0.336, 2.040, 3.217)  -0.432
H (1.507, 2.941, 4.868)  0.354
O (0.807, -2.912, -0.717)  -0.602
C (0.653, -1.709, -0.612)  0.532
O (-0.375, -1.087, 0.006)  -0.240
C (-0.273, 0.303, -0.143)  -0.139
C (1.237, 0.431, -0.361)  0.727
F (1.811, 0.618, 0.865)  -0.227
O (1.469, -0.825, -0.972)  -0.312
H (-0.868, 0.647, -0.990)  -0.051
H (-0.638, 0.866, 0.716)  0.064
H (1.630, 1.214, -1.010)  0.202
O (-4.377, 3.266, 1.015)  -0.547
C (-4.400, 2.094, 1.228)  0.420
O (-3.386, 1.490, 1.703)  0.050
C (-3.599, 0.094, 1.657)  -0.191
C (-5.132, 0.004, 1.550)  0.307
F (-5.672, -0.197, 2.718)  -0.333
O (-5.489, 1.282, 1.128)  -0.374
H (-3.083, -0.324, 0.792)  0.175
H (-3.356, -0.397, 2.600)  0.211
H (-5.526, -0.751, 0.870)  0.282
O (-3.558, -0.067, -2.108)  -0.507
C (-4.721, -0.374, -2.487)  0.595
O (-5.156, -0.414, -3.791)  -0.351
C (-6.431, -0.981, -3.865)  -0.474
C (-6.876, -0.861, -2.394)  0.299
F (-7.525, -2.019, -2.115)  -0.284
O (-5.661, -0.877, -1.750)  -0.202
H (-7.104, -0.472, -4.555)  0.260
H (-6.152, -1.951, -4.279)  0.289
H (-7.507, 0.014, -2.236)  0.356
O (6.240, -2.944, -2.761)  -0.611
C (5.730, -2.352, -1.782)  0.570
O (5.258, -2.967, -0.741)  -0.376
C (4.625, -2.162, 0.139)  -0.119
C (4.866, -0.739, -0.436)  1.156
F (5.824, -0.146, 0.352)  -0.340
O (5.460, -1.061, -1.644)  -0.321
H (3.607, -2.518, 0.294)  0.123
H (5.229, -2.328, 1.031)  0.244
H (3.972, -0.118, -0.391)  -0.320
C (2.468, 4.440, -1.662)  -0.410
N (3.760, 3.904, -2.178)  0.974
O (3.992, 2.744, -2.103)  -0.533
O (4.598, 4.661, -2.570)  -0.572
H (2.741, 4.889, -0.708)  0.299
H (1.745, 3.670, -1.391)  -0.054
H (2.004, 5.067, -2.424)  0.299
C (-2.685, 3.392, -2.297)  -0.757
N (-1.442, 3.514, -1.538)  0.858
O (-1.424, 3.086, -0.369)  -0.338
O (-0.587, 4.153, -2.102)  -0.548
H (-2.840, 2.334, -2.507)  0.146
H (-2.477, 3.860, -3.259)  0.326
H (-3.411, 3.904, -1.664)  0.327